Entry from the OMol25 dataset: C5H2FNO2 in the gas phase at a distorted geometry (wB97M-V/def2-TZVPD).

Cartesian coordinates (Å):
C  -0.13345  -0.88870  0.08754
C  -1.52637  -0.59940  -0.04689
C  0.75579  0.12546  0.06566
C  -2.17509  1.70735  -0.49177
C  3.23633  -0.05774  0.01087
N  -1.98156  0.59105  -0.03522
O  2.10893  -0.32893  0.17596
O  4.38069  0.08733  -0.10394
F  -2.55902  2.71775  0.27451
H  0.12897  -1.94249  0.16912
H  -2.23522  -1.41168  -0.10584

Computed properties:
orbital gap (alpha / beta)	0.2700 / 0.2698	Ha
E	-13512.3292	eV
lowest unoccupied orbital energy (alpha / beta)	-0.2804 / -0.2808	eV
multiplicity	1
HOMO energy (alpha / beta)	-7.6 / -7.6	eV